The following is a DFT calculation (ωB97M-V/def2-TZVPD) of an isolated molecule of C24H28N2O5.

Last columns: bonded neighbours and bond lengths (Å).
CARTESIAN COORDINATES (ANGSTROEM)
1 C 4.4711 -0.3019 -2.1294  H2 1.089, O3 1.405, H58 1.094, H59 1.095
2 H 5.0855 0.0580 -2.9540  C1 1.089
3 O 3.2633 -0.7149 -2.7170  C1 1.405, C4 1.375
4 C 2.2459 -1.1414 -1.8963  O3 1.375, C5 1.386, C9 1.408
5 C 2.3915 -1.2733 -0.5242  C4 1.386, C6 1.389, H57 1.078
6 C 1.3484 -1.6708 0.3027  C5 1.389, C7 1.385, C48 1.505
7 C 0.1132 -1.9428 -0.2626  C6 1.385, C8 1.385, C16 1.506
8 C -0.0403 -1.8319 -1.6350  C7 1.385, C9 1.389, H15 1.079
9 C 0.9968 -1.4426 -2.4726  C4 1.408, C8 1.389, O10 1.366
10 O 0.6488 -1.3749 -3.7914  C9 1.366, C11 1.409
11 C 1.6107 -1.1365 -4.7928  O10 1.409, H12 1.090, H13 1.092, H14 1.092
12 H 1.0699 -1.2388 -5.7339  C11 1.090
13 H 2.4210 -1.8678 -4.7580  C11 1.092
14 H 2.0307 -0.1309 -4.7229  C11 1.092
15 H -0.9960 -2.0326 -2.0932  C8 1.079
16 C -1.0568 -2.3349 0.6014  C7 1.506, N17 1.459, C52 1.532, H56 1.095
17 N -0.8793 -1.7545 1.9281  C16 1.459, C18 1.348, C46 1.442
18 C -1.7281 -0.7766 2.3040  N17 1.348, O19 1.221, C20 1.522
19 O -2.6952 -0.4770 1.6207  C18 1.221
20 C -1.4766 -0.0168 3.5982  C18 1.522, C21 1.534, H44 1.089, H45 1.092
21 C -0.4325 1.0901 3.4036  C20 1.534, N22 1.450, H42 1.092, H43 1.095
22 N -0.6593 1.8592 2.1957  C21 1.450, C23 1.387, C28 1.377
23 C -1.7625 2.6787 2.0079  N22 1.387, O24 1.200, C25 1.514
24 O -2.6265 2.8432 2.8245  C23 1.200
25 C -1.6132 3.3460 0.6566  C23 1.514, H26 1.092, C27 1.531, C35 1.554
26 H -1.6625 4.4286 0.7878  C25 1.092
27 C -0.2880 2.8200 0.0975  C25 1.531, C28 1.507, H30 1.092, C31 1.555
28 C 0.2522 1.9025 1.1643  N22 1.377, C27 1.507, O29 1.206
29 O 1.3122 1.3271 1.1700  C28 1.206
30 H 0.4569 3.5853 -0.1292  C27 1.092
31 C -0.7205 2.0698 -1.1945  C27 1.555, C32 1.511, C37 1.531, H41 1.087
32 C -1.1783 3.1707 -2.1221  C31 1.511, C33 1.327, H40 1.074
33 C -2.3213 3.6462 -1.6441  C32 1.327, H34 1.074, C35 1.510
34 H -2.9069 4.4678 -2.0127  C33 1.074
35 C -2.6525 2.8657 -0.3945  C25 1.554, C33 1.510, H36 1.085, C37 1.532
36 H -3.6790 2.9034 -0.0436  C35 1.085
37 C -2.0761 1.4976 -0.7720  C31 1.531, C35 1.532, H38 1.088, H39 1.086
38 H -2.6057 1.0452 -1.6082  C37 1.088
39 H -2.0460 0.7925 0.0531  C37 1.086
40 H -0.6150 3.5153 -2.9693  C32 1.074
41 H 0.0260 1.3770 -1.5736  C31 1.087
42 H 0.5759 0.6797 3.3154  C21 1.092
43 H -0.4726 1.7719 4.2595  C21 1.095
44 H -1.1731 -0.6689 4.4161  C20 1.089
45 H -2.4289 0.4515 3.8544  C20 1.092
46 C 0.3421 -2.1633 2.5778  N17 1.442, H47 1.089, C48 1.535, H51 1.095
47 H 0.3837 -1.7748 3.5945  C46 1.089
48 C 1.5778 -1.7080 1.7895  C6 1.505, C46 1.535, H49 1.093, H50 1.092
49 H 2.4164 -2.3689 2.0226  C48 1.093
50 H 1.8659 -0.6979 2.0882  C48 1.092
51 H 0.3309 -3.2561 2.6430  C46 1.095
52 C -1.2384 -3.8550 0.6458  C16 1.532, H53 1.087, H54 1.086, H55 1.088
53 H -0.3068 -4.3628 0.8833  C52 1.087
54 H -1.5662 -4.1978 -0.3314  C52 1.086
55 H -1.9938 -4.1217 1.3814  C52 1.088
56 H -1.9736 -1.8931 0.1983  C16 1.095
57 H 3.3361 -1.0408 -0.0605  C5 1.078
58 H 4.3126 0.5097 -1.4124  C1 1.094
59 H 4.9857 -1.1320 -1.6342  C1 1.095

Properties
Largest force on an atom: 0.55 eV Å⁻¹
HOMO energy: -7.866 eV
SMILES: COc1cc2c(cc1OC)[C@@H](C)N(C(=O)CCN1C(=O)[C@@H]3[C@H](C1=O)[C@H]1C=C[C@@H]3C1)CC2
Electronic energy: -38560.7452 eV
HOMO-LUMO gap: 8.58 eV
Energy relative to the best compared isomer or geometry (same formula, charge and spin): 2.011 eV